The following is a DFT calculation (ωB97M-V/def2-TZVPD) of a cluster of 13 separate species, C57H105N3O13S in total in a non-equilibrium geometry.

Values from the calculation:
- HOMO-LUMO gap (eV) = 6.76
- LUMO energy (hartree) = -0.0436
- energy above the lowest of the compared OMol25 structures with the same formula, charge and spin (kJ/mol) = 554.1
- electronic energy (eV) = -102715.7800

Element x y z (Å)
N  5.52690  -4.73695  -0.76112
C  4.55308  -3.86608  -1.52477
C  3.13807  -4.54550  -1.99789
C  2.05169  -3.58643  -2.78834
C  0.61910  -4.31310  -3.20689
C  -0.25391  -4.20296  -1.65564
C  -1.82660  -3.47853  -1.78261
O  -0.50500  -2.75448  -1.12413
C  2.25079  -1.99989  -3.15006
N  1.22672  -1.10134  -3.85016
S  2.11599  0.43529  -3.91076
N  3.67102  0.05062  -3.13217
C  3.70404  -1.39596  -2.69106
C  4.82647  -2.29231  -1.89961
H  5.98931  -5.45666  -1.35851
H  6.20512  -4.07331  -0.32473
H  2.89210  -5.68638  -1.78448
H  0.71797  -5.45556  -3.43981
H  -0.01429  -3.70108  -3.97676
H  -0.11346  -5.14855  -0.84323
H  -1.95675  -2.62043  -2.56883
H  -2.30481  -3.51973  -0.70442
H  5.84672  -1.81979  -1.57428
C  1.31719  3.94663  0.25688
C  1.42821  2.44685  0.16162
C  0.50404  2.13357  -0.99484
O  0.53636  3.26761  -1.87237
C  1.19478  4.34803  -1.19679
H  2.16487  4.41906  0.75960
H  0.40262  4.21749  0.79773
H  2.45657  2.16678  -0.09549
H  1.15183  1.92597  1.08184
H  -0.52875  2.00378  -0.65445
H  0.80654  1.23599  -1.54193
H  2.18053  4.47807  -1.65660
H  0.62269  5.27019  -1.33103
C  -3.74412  0.01610  2.48517
C  -2.76649  0.09481  1.34115
C  -1.94091  -1.15708  1.54320
O  -2.80203  -2.12987  2.15087
C  -4.00231  -1.47177  2.57922
H  -4.65557  0.59761  2.32525
H  -3.26702  0.37163  3.40621
H  -3.30554  0.03708  0.38817
H  -2.16459  1.00708  1.33886
H  -1.10556  -0.97614  2.22791
H  -1.54306  -1.55293  0.60433
H  -4.80962  -1.77752  1.90483
H  -4.25570  -1.79066  3.59400
C  -6.15163  -6.34308  -3.31115
C  -6.69409  -6.15685  -1.91767
C  -5.55167  -5.44611  -1.22531
O  -4.87822  -4.66881  -2.22501
C  -5.35929  -5.07036  -3.51519
H  -6.92604  -6.48911  -4.06841
H  -5.47995  -7.20946  -3.33524
H  -7.57599  -5.50610  -1.94701
H  -6.97522  -7.09184  -1.42646
H  -4.82982  -6.16007  -0.81474
H  -5.89286  -4.79160  -0.41805
H  -5.99457  -4.26519  -3.90010
H  -4.51568  -5.20578  -4.19759
C  4.08085  5.37257  -5.61262
C  3.17328  4.17231  -5.69279
C  3.34325  3.55446  -4.32202
O  3.62035  4.62861  -3.41287
C  3.90042  5.81054  -4.17565
H  3.83525  6.15812  -6.33170
H  5.11949  5.06448  -5.78188
H  2.13596  4.50028  -5.82874
H  3.42378  3.48486  -6.50468
H  4.19636  2.86816  -4.29835
H  2.45131  3.01391  -3.99232
H  3.04418  6.48585  -4.07149
H  4.78765  6.30735  -3.77354
C  -6.35620  -5.76011  5.22814
C  -4.87529  -5.77324  4.94981
C  -4.75409  -4.76102  3.83161
O  -5.79835  -3.79755  4.02746
C  -6.70511  -4.30305  5.01715
H  -6.61918  -6.12128  6.22558
H  -6.87816  -6.38019  4.48963
H  -4.32892  -5.42157  5.83292
H  -4.48758  -6.75818  4.67760
H  -4.90992  -5.22856  2.85360
H  -3.78370  -4.25627  3.82643
H  -6.55583  -3.72276  5.93422
H  -7.73554  -4.16272  4.67921
C  -0.51354  1.63308  6.78999
C  -0.40253  0.13330  6.69473
C  -1.32669  -0.17998  5.53827
O  -1.29437  0.95405  4.66074
C  -0.63595  2.03448  5.33632
H  0.33413  2.10551  7.29272
H  -1.42812  1.90394  7.33085
H  0.62584  -0.14677  6.43762
H  -0.67890  -0.38758  7.61495
H  -2.35948  -0.30978  5.87866
H  -1.02419  -1.07756  4.99119
H  0.34980  2.16452  4.87652
H  -1.20804  2.95664  5.20208
C  -1.81465  0.09343  12.40963
C  -0.34922  0.44113  12.36104
C  0.14899  -0.44243  11.23821
O  -0.94311  -0.60831  10.32337
C  -2.13839  -0.11872  10.94694
H  -2.43396  0.86384  12.87588
H  -1.95588  -0.84245  12.96327
H  -0.22731  1.49608  12.08845
H  0.17527  0.26885  13.30431
H  0.42913  -1.43462  11.60759
H  1.00622  -0.01050  10.71376
H  -2.40695  0.82479  10.45938
H  -2.95220  -0.83336  10.79636
C  5.33865  -0.10439  -8.90972
C  4.44811  0.60203  -9.89898
C  3.48739  1.33834  -8.99095
O  4.20426  1.64400  -7.78688
C  5.43641  0.90982  -7.79120
H  6.31319  -0.38449  -9.31752
H  4.84360  -1.01340  -8.54784
H  5.03721  1.32062  -10.48094
H  3.94431  -0.07173  -10.59665
H  2.63363  0.70793  -8.72066
H  3.11084  2.26203  -9.43979
H  6.24888  1.62210  -7.97170
H  5.59146  0.44382  -6.81422
C  -0.37755  -1.80530  -11.92064
C  -0.92002  -1.61906  -10.52716
C  0.22241  -0.90832  -9.83481
O  0.89586  -0.13102  -10.83450
C  0.41478  -0.53257  -12.12468
H  -1.15197  -1.95132  -12.67790
H  0.29412  -2.67167  -11.94473
H  -1.80192  -0.96831  -10.55650
H  -1.20114  -2.55405  -10.03595
H  0.94425  -1.62228  -9.42423
H  -0.11878  -0.25381  -9.02755
H  -0.22050  0.27260  -12.50959
H  1.25840  -0.66799  -12.80708
C  2.78425  3.20982  4.51104
C  4.26516  3.19669  4.23271
C  4.38635  4.20891  3.11451
O  3.34210  5.17238  3.31037
C  2.43534  4.66688  4.30006
H  2.52127  2.84866  5.50848
H  2.26229  2.58975  3.77253
H  4.81152  3.54837  5.11582
H  4.65287  2.21175  3.96051
H  4.23053  3.74138  2.13650
H  5.35675  4.71366  3.10933
H  2.58462  5.24717  5.21712
H  1.40490  4.80722  3.96212
C  3.42515  7.02290  9.38948
C  4.40278  7.10161  8.24546
C  5.22836  5.84972  8.44751
O  4.36723  4.87693  9.05518
C  3.16696  5.53503  9.48353
H  2.51370  7.60441  9.22956
H  3.90224  7.37843  10.31052
H  3.86373  7.04388  7.29248
H  5.00467  8.01388  8.24317
H  6.06371  6.03066  9.13222
H  5.62620  5.45387  7.50864
H  2.35965  5.22928  8.80914
H  2.91357  5.21614  10.49832
C  -4.81465  -1.13674  -4.99428
C  -3.34922  -0.78904  -5.04287
C  -2.85101  -1.67260  -6.16570
O  -3.94311  -1.83848  -7.08054
C  -5.13839  -1.34888  -6.45697
H  -5.43396  -0.36633  -4.52802
H  -4.95588  -2.07262  -4.44064
H  -3.22731  0.26591  -5.31546
H  -2.82473  -0.96132  -4.09960
H  -2.57087  -2.66479  -5.79631
H  -1.99378  -1.24067  -6.69015
H  -5.40695  -0.40538  -6.94453
H  -5.95220  -2.06353  -6.60754

Cartesian forces, eV/Å:
-1.128 2.548 -1.445
-1.967 2.440 -2.103
-0.426 4.641 -1.630
1.533 -1.545 0.634
0.002 1.055 3.208
-2.900 2.439 -0.918
4.964 1.808 3.411
0.673 -4.873 -1.949
0.494 -0.782 0.518
6.375 -0.947 2.957
1.839 -4.621 1.979
-1.830 -4.065 0.485
-3.017 1.240 -1.365
-2.023 -2.660 -0.098
-0.541 1.084 0.584
-0.482 -1.142 -0.641
0.560 2.811 -0.531
-0.076 2.360 0.312
1.487 -1.245 1.468
-0.372 3.045 -2.248
-0.625 -2.520 1.138
-0.321 -0.298 -3.063
-2.299 -0.904 -0.779
-0.230 0.469 0.423
0.429 -0.449 0.128
-0.358 -0.133 -0.239
0.061 -0.170 0.217
0.399 0.253 -0.363
-0.101 0.009 -0.048
0.095 0.007 0.009
-0.093 -0.029 0.022
-0.009 -0.001 -0.102
-0.007 -0.115 0.056
-0.094 0.109 0.009
-0.122 0.097 0.088
-0.048 -0.112 -0.077
-0.136 0.337 0.617
0.038 0.244 -0.516
0.463 -0.216 -0.071
-0.100 0.214 -0.001
-0.242 -0.320 0.010
0.047 -0.099 0.008
-0.079 -0.005 -0.171
0.087 0.025 0.030
-0.020 -0.115 0.020
0.050 0.099 -0.051
-0.010 -0.053 0.192
-0.101 -0.006 0.103
0.020 -0.080 -0.166
0.152 -0.492 -0.416
-0.570 0.068 0.294
0.355 0.120 0.295
-0.252 -0.247 -0.123
0.137 0.417 -0.079
0.111 0.030 0.062
-0.080 0.085 -0.052
0.072 -0.091 0.049
0.041 0.120 -0.028
-0.051 -0.030 0.086
0.133 0.014 -0.099
-0.019 -0.041 -0.115
0.003 0.096 0.108
0.504 0.215 -0.244
-0.546 -0.252 -0.397
0.146 -0.299 0.209
0.127 0.127 -0.370
-0.137 0.195 0.375
0.037 -0.056 0.097
-0.091 0.069 -0.008
0.063 -0.042 0.031
-0.015 0.043 0.167
-0.032 -0.097 -0.053
0.087 0.272 0.132
0.040 0.094 -0.039
-0.090 -0.085 0.090
-0.510 -0.419 -0.006
0.523 -0.108 0.306
0.169 0.200 -0.400
-0.087 -0.353 0.243
-0.054 0.447 0.036
-0.005 0.056 -0.110
0.013 0.053 0.110
-0.010 -0.066 -0.104
-0.020 0.128 0.012
0.104 -0.042 -0.016
-0.157 0.050 -0.103
-0.097 -0.039 0.053
0.117 0.083 -0.035
-0.211 0.430 0.397
0.375 -0.520 0.175
-0.292 -0.190 -0.217
0.168 0.074 0.290
0.121 0.140 -0.434
-0.080 -0.017 -0.057
0.116 0.017 -0.024
-0.095 -0.013 0.028
0.039 0.064 -0.090
-0.004 -0.104 0.045
-0.093 0.125 -0.065
-0.080 0.075 0.073
-0.016 -0.104 -0.100
-0.432 -0.270 0.416
0.391 0.503 0.138
0.224 -0.338 -0.232
-0.041 0.144 0.310
-0.149 0.070 -0.430
0.047 -0.100 -0.074
-0.036 0.118 -0.046
0.036 -0.106 0.055
-0.035 0.013 -0.131
0.091 0.037 0.040
-0.120 -0.090 -0.053
-0.104 0.005 0.044
0.128 0.025 -0.089
0.147 -0.581 0.178
0.011 0.201 -0.620
-0.480 0.064 0.164
0.209 -0.235 -0.208
0.163 0.316 0.312
-0.088 0.034 0.080
0.095 0.072 -0.023
-0.081 -0.067 0.019
-0.020 0.132 0.105
-0.027 0.035 -0.142
0.015 -0.061 0.143
0.085 -0.068 0.024
-0.087 0.132 -0.018
0.174 -0.484 -0.399
-0.585 0.062 0.304
0.329 0.079 0.274
-0.189 -0.237 -0.090
0.099 0.425 -0.126
0.109 0.031 0.068
-0.079 0.079 -0.054
0.075 -0.109 0.066
0.026 0.141 -0.022
-0.050 -0.039 0.098
0.119 0.015 -0.097
0.006 -0.046 -0.099
-0.001 0.093 0.119
-0.447 -0.390 -0.036
0.561 -0.117 0.310
0.048 0.180 -0.417
-0.001 -0.313 0.194
-0.076 0.422 0.031
0.026 0.058 -0.091
0.035 0.055 0.084
-0.017 -0.069 -0.084
-0.030 0.128 0.010
0.098 -0.055 -0.014
-0.148 0.054 -0.044
-0.088 -0.031 0.076
0.107 0.080 -0.049
-0.160 0.340 0.543
0.034 0.247 -0.608
0.332 -0.280 0.113
-0.101 0.344 -0.038
-0.161 -0.412 -0.063
0.091 -0.087 0.035
-0.101 -0.024 -0.077
0.097 0.040 0.065
-0.050 -0.126 -0.017
0.060 0.050 -0.076
-0.048 -0.070 0.126
-0.091 0.040 0.059
0.081 -0.079 -0.105
-0.435 -0.287 0.410
0.389 0.496 0.132
0.190 -0.301 -0.223
-0.032 0.115 0.304
-0.119 0.092 -0.411
0.053 -0.098 -0.068
-0.022 0.116 -0.018
0.051 -0.113 0.070
-0.026 0.041 -0.126
0.103 0.006 0.060
-0.105 -0.088 -0.043
-0.104 -0.003 0.041
0.116 0.012 -0.092

Mulliken population analysis, charges in e, atoms 1 to 6: number 1, N, carries -0.5772; number 2, C, carries 0.3775; number 3, C, carries -0.5826; number 4, C, carries 0.3118; number 5, C, carries -0.5548; number 6, C, carries -0.0270